Formula: C24H18N3O7S4SbW
Source: the Open Molecules 2025 dataset
Level of theory: ωB97M-V/def2-TZVPD

Geometry as ORCA input:
```
! wB97M-V def2-TZVPD RIJCOSX def2/J DEFGRID3
* xyz -1 2
W -0.5781 -0.6762 0.7808
S -2.1008 -0.3723 -3.9453
Sb -2.0010 0.4861 -1.8269
S 0.3797 0.0209 -1.3791
S -2.4405 -1.5402 -0.4737
O -3.0888 2.4077 1.9800
C -2.6311 1.2956 1.8883
O -1.7811 0.9239 0.9265
C -2.9532 0.1209 2.7478
C -4.1591 -0.1341 3.3722
C -4.3904 -1.3916 3.9537
C -3.5249 -2.4660 3.7312
C -2.3382 -2.2295 3.0338
C -1.9462 -0.8802 2.7350
O -0.6515 -0.5536 2.6830
N -1.5541 -3.1709 2.4426
O -0.7711 -2.6707 1.4622
O -1.5964 -4.3942 2.6306
N -5.5720 -1.5964 4.7104
O -6.3449 -0.6546 4.8547
O -5.7546 -2.7057 5.2025
H -4.9206 0.6281 3.4269
H -3.7788 -3.4624 4.0553
C -0.1797 -7.0555 0.0624
C 0.4420 -6.0818 -0.9476
C -0.6850 -5.3985 -1.7265
C 1.3389 -6.8279 -1.9414
C 1.2933 -5.0862 -0.1845
C 2.3839 -5.5173 0.5845
C 3.1958 -4.6464 1.2899
C 2.8578 -3.3070 1.3045
S 3.5849 -1.9420 2.1365
C 2.2656 -0.9288 1.5955
N 1.3598 -1.5717 0.8245
C 1.7201 -2.8742 0.6131
C 0.9948 -3.7391 -0.2016
C 2.0774 0.4610 1.8039
C 3.0150 1.3150 2.4072
C 2.7319 2.6561 2.5409
C 1.5295 3.1702 2.0771
C 0.6120 2.3315 1.4437
C 0.8542 0.9797 1.2961
H -0.8924 -7.7078 -0.4377
H -0.7042 -6.5032 0.8391
H 0.5812 -7.6718 0.5347
H -1.2579 -6.1426 -2.2749
H -0.2902 -4.6845 -2.4456
H -1.3693 -4.8870 -1.0544
H 0.7654 -7.5815 -2.4754
H 2.1671 -7.3154 -1.4335
H 1.7436 -6.1231 -2.6647
H 2.6119 -6.5690 0.6409
H 4.0522 -5.0000 1.8405
H 0.1786 -3.3113 -0.7786
H 3.9517 0.9000 2.7491
H 3.4548 3.3110 3.0074
H 1.2961 4.2179 2.1971
H -0.3055 2.7699 1.0643
*
```

Values from the calculation:
Calculated total energy, hartree: -3516.41293
HOMO-LUMO gap (alpha / beta), eV: 4.73 / 4.46
Energy above the lowest of the compared OMol25 structures with the same formula, charge and spin, kJ/mol: 233.8
E_HOMO (alpha / beta), eV: -4.44 / -4.36
Maximum force, eV/A: 3.24